Arrangement 1

This record from OMol25 describes 2 unconnected molecules or ions with the total composition C5H13NO2. The level of theory is ωB97M-V with the def2-TZVPD basis set.

Calculated values
HOMO level = -0.3409 hartree
Orbital gap = 10.15 eV

ORCA input file:
```
! wB97M-V def2-TZVPD RIJCOSX def2/J DEFGRID3
* xyz 0 1
H -2.13051 0.09488 0.57007
H -0.94184 0.77283 1.72050
H -2.41290 3.17032 -2.82819
H -2.89823 1.50470 -1.13021
H -1.02224 2.08898 -2.50250
C -1.21038 0.70531 0.64869
C -1.64329 2.89973 -2.08585
H -0.94628 4.12796 0.36748
C -2.27287 2.38141 -0.87379
C -0.67894 3.11936 0.76616
O 0.12905 3.00703 1.68181
N -1.30916 2.08800 0.22457
C 0.00000 0.00000 0.00000
H -0.10735 0.01796 -1.09762
O 2.83542 8.54507 -5.15051
H 0.11702 -1.04753 0.32495
H 3.28171 8.62899 -6.02346
H 0.91182 0.55714 0.27348
H 2.99232 7.61197 -4.88041
H -1.00128 3.77887 -1.90825
H -2.93501 3.14818 -0.42760
*
```

Listed below, in e, are the Mulliken charges computed for each atom: atom 1 (H): 0.36, atom 2 (H): 0.33, atom 3 (H): 0.34, atom 4 (H): 0.30, atom 5 (H): 0.24, atom 6 (C): -0.57, atom 7 (C): -0.98, atom 8 (H): 0.32, atom 9 (C): -0.66, atom 10 (C): 0.10, atom 11 (O): -0.60, atom 12 (N): 0.21, atom 13 (C): -0.99, atom 14 (H): 0.24, atom 15 (O): -0.65, atom 16 (H): 0.37, atom 17 (H): 0.33, atom 18 (H): 0.27, atom 19 (H): 0.32, atom 20 (H): 0.33, atom 21 (H): 0.39

=====

Arrangement 2

This record from OMol25 describes 3 unconnected molecules or ions with the total composition C5H13NO2. The level of theory is ωB97M-V with the def2-TZVPD basis set.

Calculated values
HOMO level = -0.3237 hartree
Orbital gap = 9.72 eV

ORCA input file:
```
! wB97M-V def2-TZVPD RIJCOSX def2/J DEFGRID3
* xyz 0 1
H -0.41396 -3.23543 0.88555
O -2.42960 4.15002 0.82610
H 2.35792 1.00528 2.46965
C 1.75779 0.62312 1.61830
C -0.27476 -2.45531 -1.43275
H 0.19677 -3.02875 -2.21302
H 1.87791 -0.03186 -1.38040
H -1.04671 -0.63916 -2.07837
O -0.27762 -2.45737 1.43384
N 1.16017 1.20745 0.62834
C 0.23471 0.39159 -0.22172
H 1.90078 -0.43288 2.07831
H -0.06393 -1.75482 0.85287
H -3.21262 3.75733 0.72728
H -2.03844 4.32383 1.65238
C 0.86538 -0.19482 -1.24162
H 0.25705 -1.25762 -3.05573
H 0.37769 -2.64248 -0.58926
H -1.34262 -2.65376 -1.40132
H -0.86700 0.41148 -0.17037
C 0.00916 -1.00032 -2.09812
*
```

Listed below, in e, are the Mulliken charges computed for each atom: atom 1 (H): 0.36, atom 2 (O): -0.60, atom 3 (H): 0.24, atom 4 (C): 0.00, atom 5 (C): -1.33, atom 6 (H): 0.28, atom 7 (H): 0.43, atom 8 (H): 0.14, atom 9 (O): -0.66, atom 10 (N): -0.57, atom 11 (C): -0.52, atom 12 (H): 0.15, atom 13 (H): 0.31, atom 14 (H): 0.29, atom 15 (H): 0.31, atom 16 (C): -0.13, atom 17 (H): 0.56, atom 18 (H): 0.61, atom 19 (H): 0.32, atom 20 (H): 0.39, atom 21 (C): -0.60

=====

Arrangement 3

This record from OMol25 describes 2 unconnected molecules or ions with the total composition C5H13NO2. The level of theory is ωB97M-V with the def2-TZVPD basis set.

Calculated values
HOMO level = -0.3485 hartree
Orbital gap = 9.97 eV

ORCA input file:
```
! wB97M-V def2-TZVPD RIJCOSX def2/J DEFGRID3
* xyz 0 1
N 1.49492 2.75633 -1.23051
C -0.21940 -0.97509 -0.33853
H -0.78606 1.60935 0.98428
H 1.62478 0.04384 0.06375
H 0.78234 -0.47383 1.51577
O -2.56324 -1.10538 -0.76598
C 0.24058 2.13319 -0.78628
H 0.44249 -3.61777 2.13216
H -1.85140 -0.33800 0.97612
H 2.24182 2.07792 -1.14983
C 0.23147 1.46244 0.62191
O 1.01695 -3.07651 1.55927
H 1.58834 -3.54877 0.92638
H 1.78375 3.40285 -0.48761
H -0.06446 -0.84447 -1.41019
H 0.91499 2.04645 1.23733
H 0.31201 -1.91173 -0.15529
H -0.00385 1.39878 -1.54997
H -0.57577 2.84947 -0.88849
C 0.64068 -0.01031 0.53923
C -1.67986 -0.81270 -0.00293
*
```

Listed below, in e, are the Mulliken charges computed for each atom: atom 1 (N): -0.66, atom 2 (C): -0.22, atom 3 (H): 0.20, atom 4 (H): 0.29, atom 5 (H): 0.35, atom 6 (O): -0.50, atom 7 (C): -0.67, atom 8 (H): 0.30, atom 9 (H): 0.36, atom 10 (H): 0.26, atom 11 (C): -0.50, atom 12 (O): -0.63, atom 13 (H): 0.31, atom 14 (H): 0.27, atom 15 (H): 0.33, atom 16 (H): 0.46, atom 17 (H): 0.22, atom 18 (H): 0.33, atom 19 (H): 0.36, atom 20 (C): -0.78, atom 21 (C): -0.07

=====

Arrangement 4

This record from OMol25 describes 3 unconnected molecules or ions with the total composition C5H13NO2. The level of theory is ωB97M-V with the def2-TZVPD basis set.

Calculated values
HOMO level = -0.3209 hartree
Orbital gap = 9.16 eV

ORCA input file:
```
! wB97M-V def2-TZVPD RIJCOSX def2/J DEFGRID3
* xyz 0 1
H 6.97526 1.24809 0.41190
H -1.66876 -0.23996 1.10441
H -2.74930 -0.68146 -0.35327
N -1.00377 -0.21240 -1.92552
H -1.61691 1.24493 -3.21882
C 0.67708 0.13006 -0.20852
H -2.11189 -2.70936 1.62123
C -0.52666 -0.36118 -0.58092
C -1.66607 -0.94489 0.23991
O 6.81472 0.37102 0.85868
H 0.93597 0.28572 0.83335
H -1.29929 1.89545 -1.62111
C -1.30249 0.98285 -2.22208
H 1.51996 0.36704 -0.92578
H -0.78836 1.90618 1.36912
C -1.59863 -2.44232 0.60709
H -2.12682 2.73327 1.24126
H 5.75373 0.42655 0.99637
O -1.65398 1.83701 1.07028
H -0.55742 -2.67859 0.82332
H -2.00638 -3.15801 -0.12088
*
```

Listed below, in e, are the Mulliken charges computed for each atom: atom 1 (H): 0.33, atom 2 (H): 0.26, atom 3 (H): 0.22, atom 4 (N): -0.56, atom 5 (H): 0.28, atom 6 (C): -0.79, atom 7 (H): 0.30, atom 8 (C): 0.40, atom 9 (C): -0.08, atom 10 (O): -0.66, atom 11 (H): 0.30, atom 12 (H): 0.24, atom 13 (C): -0.25, atom 14 (H): 0.24, atom 15 (H): 0.29, atom 16 (C): -1.15, atom 17 (H): 0.28, atom 18 (H): 0.33, atom 19 (O): -0.61, atom 20 (H): 0.33, atom 21 (H): 0.30

=====

Stability summary - winner: arrangement 1; margin: 0.762 eV.

=====

Arrangement 1

This record from OMol25 describes 2 unconnected molecules or ions with the total composition C5H13NO2. The level of theory is ωB97M-V with the def2-TZVPD basis set.

Calculated values
HOMO level = -0.3396 hartree
Orbital gap = 10.13 eV

ORCA input file:
```
! wB97M-V def2-TZVPD RIJCOSX def2/J DEFGRID3
* xyz 0 1
C 1.31856 0.78060 1.36465
C -0.60350 -0.60146 -1.81284
C -0.85686 0.22138 -0.51613
H 2.30511 -0.87809 0.35655
H -0.51408 2.16595 -1.06327
H -1.94959 0.32553 -0.53121
H 1.17391 2.71889 0.41619
H -2.79749 -3.19996 -0.18327
H 3.44155 0.24903 0.95375
H 0.03117 -0.00502 -2.50158
N -0.03383 1.41291 -0.59047
O -3.62541 -3.51011 0.18855
C 2.46224 0.17190 0.52274
O -1.16167 -1.60989 -2.13855
H 2.55539 0.72599 -0.43194
C 0.52391 1.88373 0.69195
H -0.53237 -0.43757 0.27578
H -0.21696 2.33027 1.37273
H 0.69160 0.03870 1.87676
H -4.14485 -3.96419 -0.45945
H 1.93319 1.18141 2.20904
*
```

Listed below, in e, are the Mulliken charges computed for each atom: atom 1 (C): -0.48, atom 2 (C): -0.04, atom 3 (C): -0.34, atom 4 (H): 0.23, atom 5 (H): 0.22, atom 6 (H): 0.33, atom 7 (H): 0.37, atom 8 (H): 0.34, atom 9 (H): 0.42, atom 10 (H): 0.32, atom 11 (N): -0.21, atom 12 (O): -0.65, atom 13 (C): -1.08, atom 14 (O): -0.48, atom 15 (H): 0.30, atom 16 (C): -0.74, atom 17 (H): 0.18, atom 18 (H): 0.30, atom 19 (H): 0.42, atom 20 (H): 0.31, atom 21 (H): 0.30

=====

Arrangement 2

This record from OMol25 describes C5H13NO2 in the gas phase. The level of theory is ωB97M-V with the def2-TZVPD basis set.

Calculated values
HOMO level = -0.3342 hartree
Orbital gap = 9.91 eV

ORCA input file:
```
! wB97M-V def2-TZVPD RIJCOSX def2/J DEFGRID3
* xyz 0 1
H 1.15766 1.20235 -1.02124
C 0.07722 1.33574 -0.91862
H -2.75339 -0.62657 -0.21786
H -2.47127 0.23036 -1.71895
C -2.20516 0.21350 -0.65692
C -0.37815 -0.38331 0.93949
H 1.41619 -1.92383 -0.04591
H 2.65625 0.50900 1.85659
H -0.83427 -1.36799 1.09779
O 1.74347 0.71874 1.59045
H -0.27767 1.65660 -1.90502
C -0.61257 0.04212 -0.50048
H -0.40625 -0.74021 -2.28322
O -0.21066 -1.01303 -1.37004
N 2.00441 -1.26338 0.47197
H 2.30860 -0.61381 -0.25175
H -2.54502 1.14343 -0.19090
C 1.15187 -0.53911 1.37598
H 1.14132 -1.06474 2.33769
H -0.12375 2.14401 -0.21005
H -0.83884 0.34012 1.62100
*
```

Listed below, in e, are the Mulliken charges computed for each atom: atom 1 (H): 0.33, atom 2 (C): -1.58, atom 3 (H): 0.38, atom 4 (H): 0.41, atom 5 (C): -1.62, atom 6 (C): -1.14, atom 7 (H): 0.30, atom 8 (H): 0.35, atom 9 (H): 0.45, atom 10 (O): -0.55, atom 11 (H): 0.47, atom 12 (C): 1.47, atom 13 (H): 0.38, atom 14 (O): -0.59, atom 15 (N): -0.74, atom 16 (H): 0.31, atom 17 (H): 0.36, atom 18 (C): -0.03, atom 19 (H): 0.36, atom 20 (H): 0.32, atom 21 (H): 0.37

=====

Stability summary - winner: arrangement 2; margin: 1.046 eV.

=====

Arrangement 1

This record from OMol25 describes 2 unconnected molecules or ions with the total composition C5H13NO2. The level of theory is ωB97M-V with the def2-TZVPD basis set.

Calculated values
HOMO level = -0.3605 hartree
Orbital gap = 10.56 eV

ORCA input file:
```
! wB97M-V def2-TZVPD RIJCOSX def2/J DEFGRID3
* xyz 0 1
H 0.62075 0.52276 -1.30404
H 2.30806 -1.70929 -0.23830
H -1.51583 1.36611 -0.98546
O 1.65762 3.15353 -0.00142
H 1.74735 2.24396 -0.29641
H 1.76568 3.26907 0.94315
H 0.03272 0.61675 1.04657
H -1.68843 -0.89718 1.90989
C 0.54851 -0.39409 -0.70910
H -2.49916 0.00128 -0.49670
O 2.41183 0.01895 0.73586
H -2.14354 1.29356 0.65061
H -0.05322 -1.50673 1.93798
C 1.86421 -0.71599 -0.04593
C -0.50199 -0.04963 0.37548
C -1.72752 0.68261 -0.14915
H -1.22508 -2.14232 0.74006
H -0.26435 -1.07975 -2.47215
N 0.17934 -1.48027 -1.63657
C -0.87457 -1.24548 1.26260
H -0.64237 -1.94785 -1.26697
*
```

Listed below, in e, are the Mulliken charges computed for each atom: atom 1 (H): 0.46, atom 2 (H): 0.38, atom 3 (H): 0.38, atom 4 (O): -0.66, atom 5 (H): 0.33, atom 6 (H): 0.32, atom 7 (H): 0.28, atom 8 (H): 0.41, atom 9 (C): 0.09, atom 10 (H): 0.32, atom 11 (O): -0.48, atom 12 (H): 0.40, atom 13 (H): 0.37, atom 14 (C): -0.43, atom 15 (C): 0.65, atom 16 (C): -1.58, atom 17 (H): 0.33, atom 18 (H): 0.31, atom 19 (N): -0.71, atom 20 (C): -1.44, atom 21 (H): 0.26

=====

Arrangement 2

This record from OMol25 describes 3 unconnected molecules or ions with the total composition C5H13NO2. The level of theory is ωB97M-V with the def2-TZVPD basis set.

Calculated values
HOMO level = -0.3442 hartree
Orbital gap = 10.11 eV

ORCA input file:
```
! wB97M-V def2-TZVPD RIJCOSX def2/J DEFGRID3
* xyz 0 1
H 0.27767 -0.90036 -0.79291
H 1.84882 1.29870 0.40217
H 2.91526 0.27725 -2.27992
C 2.39917 0.64936 -0.27536
C 2.36618 0.88907 -1.57558
H -3.74123 0.54854 -0.59156
C -2.68037 0.29689 -0.64140
H -3.80972 -0.97153 1.32819
H -2.14026 1.06410 -1.18820
O -1.15229 0.76585 1.20526
N -2.97031 -0.50729 1.62999
H 1.92870 1.79236 -1.97727
H 2.29045 -1.22542 0.72226
H -0.26605 -0.10870 0.65661
H 3.65007 -0.23402 1.22083
H -2.53066 -0.60634 -1.23078
H 3.69512 -1.06138 -0.33418
H -2.72867 -0.48144 2.60711
C 3.05601 -0.53254 0.36184
O -0.24715 -1.07254 -0.00388
C -2.16074 0.11943 0.75677
*
```

Listed below, in e, are the Mulliken charges computed for each atom: atom 1 (H): 0.29, atom 2 (H): 0.30, atom 3 (H): 0.25, atom 4 (C): 0.00, atom 5 (C): -0.75, atom 6 (H): 0.42, atom 7 (C): -1.28, atom 8 (H): 0.20, atom 9 (H): 0.31, atom 10 (O): -0.70, atom 11 (N): -0.37, atom 12 (H): 0.27, atom 13 (H): 0.25, atom 14 (H): 0.45, atom 15 (H): 0.31, atom 16 (H): 0.30, atom 17 (H): 0.33, atom 18 (H): 0.25, atom 19 (C): -0.94, atom 20 (O): -0.81, atom 21 (C): 0.93

=====

Stability summary - winner: arrangement 1; margin: 0.646 eV.

=====

Arrangement 1

This record from OMol25 describes C5H13NO2 in the gas phase. The level of theory is ωB97M-V with the def2-TZVPD basis set.

Calculated values
HOMO level = -0.3236 hartree
Orbital gap = 9.50 eV

ORCA input file:
```
! wB97M-V def2-TZVPD RIJCOSX def2/J DEFGRID3
* xyz 0 1
H 1.18482 -1.36769 1.77363
H -1.78063 -1.49156 2.04127
H 0.69908 -0.32478 -2.61284
C 1.29329 -0.60816 1.00069
C -0.02714 -0.34061 0.30616
H -0.67799 1.26807 1.57116
H 1.65159 0.29235 1.49094
N -1.48314 -0.57991 2.37927
O 1.29630 1.56553 -0.74027
H 1.69392 1.74933 -1.60081
H 2.02841 -0.95565 0.27380
H -0.68325 1.69306 -0.83752
C 0.06841 0.89585 -0.94769
H -1.05490 -0.00105 -2.57378
H 0.12799 -2.05027 -0.59468
O -0.57260 -1.52203 -0.19645
H 0.05894 1.25898 -3.08297
H -0.71081 -0.72674 3.02371
C -1.05180 0.35201 1.12601
H -1.99328 0.47257 0.59474
C -0.06718 0.42071 -2.39437
*
```

Listed below, in e, are the Mulliken charges computed for each atom: atom 1 (H): 0.48, atom 2 (H): 0.29, atom 3 (H): 0.39, atom 4 (C): -1.74, atom 5 (C): 1.41, atom 6 (H): 0.43, atom 7 (H): 0.32, atom 8 (N): -0.71, atom 9 (O): -0.53, atom 10 (H): 0.33, atom 11 (H): 0.43, atom 12 (H): 0.22, atom 13 (C): 0.18, atom 14 (H): 0.32, atom 15 (H): 0.38, atom 16 (O): -0.56, atom 17 (H): 0.51, atom 18 (H): 0.24, atom 19 (C): -1.26, atom 20 (H): 0.45, atom 21 (C): -1.58

=====

Arrangement 2

This record from OMol25 describes 3 unconnected molecules or ions with the total composition C5H13NO2. The level of theory is ωB97M-V with the def2-TZVPD basis set.

Calculated values
HOMO level = -0.2750 hartree
Orbital gap = 8.08 eV

ORCA input file:
```
! wB97M-V def2-TZVPD RIJCOSX def2/J DEFGRID3
* xyz 0 1
H 2.64289 -1.47474 -0.44912
H 3.10436 -2.83598 2.41458
C -1.58882 2.30771 -0.31367
H -2.38861 4.07827 0.58553
H 0.05179 -1.66950 -2.90361
H 0.05820 -1.44939 0.25254
H -1.28032 2.76908 -1.18332
H -1.51936 0.58970 1.00216
N 0.39741 -1.86287 -1.93997
C -0.11407 -1.06807 -0.83449
O 2.13822 -2.85235 2.29083
H -3.21583 2.51841 1.04687
H -1.67500 2.78060 1.69858
O 3.05858 -1.28138 0.41622
H -1.03355 0.50854 -2.13431
H 1.93960 -2.36107 1.51814
C -0.80084 0.11376 -1.08307
H 1.14802 -2.41774 -1.65418
H 2.70229 -0.35858 0.58450
C -2.27003 3.00345 0.81799
C -1.35495 0.96215 -0.13218
*
```

Listed below, in e, are the Mulliken charges computed for each atom: atom 1 (H): 0.28, atom 2 (H): 0.31, atom 3 (C): -0.17, atom 4 (H): 0.31, atom 5 (H): 0.19, atom 6 (H): 0.19, atom 7 (H): 0.46, atom 8 (H): 0.14, atom 9 (N): -0.45, atom 10 (C): 0.06, atom 11 (O): -0.66, atom 12 (H): 0.31, atom 13 (H): 0.31, atom 14 (O): -0.73, atom 15 (H): 0.18, atom 16 (H): 0.41, atom 17 (C): -0.23, atom 18 (H): 0.22, atom 19 (H): 0.36, atom 20 (C): -1.12, atom 21 (C): -0.37

=====

Stability summary - winner: arrangement 1; margin: 1.247 eV.